Record 1
Formula: C29H38N4O8W
Source: OMol25
Level of theory: ωB97M-V with the def2-TZVPD basis set

## Properties
* orbital gap (spin up / spin down): 6.68 / 8.58 eV
* ΔE to the lowest compared entry with this formula, charge and spin: 0.579 eV

```
! wB97M-V def2-TZVPD RIJCOSX def2/J DEFGRID3
* xyz 0 3
W -0.376 -0.091 0.313
C 1.688 1.109 0.178
C 1.232 1.390 -1.160
C 0.052 2.160 -1.018
C -0.174 2.301 0.396
C 0.890 1.766 1.141
C 1.256 2.125 2.568
C 2.086 1.048 3.270
C 2.126 3.395 2.459
C 0.017 2.457 3.397
C -0.872 2.931 -1.962
C -2.312 2.942 -1.426
C -0.959 2.441 -3.409
C -0.353 4.380 -1.968
C 2.122 1.008 -2.352
C 2.612 2.293 -3.038
C 3.389 0.280 -1.857
C 1.476 0.048 -3.356
H 2.581 0.553 0.402
H -1.000 2.839 0.830
H 2.894 0.678 2.637
H 1.478 0.199 3.582
H 2.541 1.476 4.166
H 3.054 3.186 1.924
H 2.381 3.766 3.455
H 1.596 4.185 1.924
H -0.704 1.638 3.396
H -0.489 3.347 3.021
H 0.308 2.657 4.430
H -2.709 1.930 -1.366
H -2.933 3.520 -2.113
H -2.405 3.405 -0.443
H -1.392 1.444 -3.458
H 0.000 2.430 -3.924
H -1.611 3.125 -3.959
H -0.349 4.795 -0.958
H -0.993 5.009 -2.591
H 0.665 4.435 -2.358
H 3.145 2.924 -2.322
H 1.806 2.885 -3.464
H 3.305 2.040 -3.843
H 4.003 0.912 -1.213
H 3.998 0.012 -2.722
H 3.142 -0.639 -1.325
H 0.541 0.403 -3.770
H 1.282 -0.914 -2.878
H 2.176 -0.119 -4.178
O -1.130 -0.235 -1.782
N -1.579 -1.373 -2.151
N -1.775 -2.173 -1.190
O -1.526 -1.807 0.062
C -2.192 -3.528 -1.418
C -1.865 -4.476 -0.462
C -2.249 -5.790 -0.691
C -2.941 -6.127 -1.843
C -3.258 -5.156 -2.780
C -2.888 -3.835 -2.576
H -1.324 -4.197 0.429
H -1.997 -6.546 0.040
H -3.237 -7.154 -2.013
H -3.804 -5.421 -3.676
H -3.131 -3.064 -3.293
O 2.068 -4.111 4.584
C 1.006 -4.146 3.754
O 0.588 -5.175 3.322
C 0.425 -2.812 3.399
C -0.578 -2.133 4.057
N -0.895 -1.057 3.323
N -0.151 -1.010 2.220
C 0.653 -2.065 2.240
C 1.476 -2.290 1.017
O 2.370 -3.104 0.999
O 1.096 -1.543 0.022
H 2.336 -3.196 4.733
H -1.107 -2.359 4.967
H -1.770 -0.505 3.353
O -3.445 -0.194 2.757
C -3.227 0.031 1.578
O -2.152 0.599 1.135
H -4.009 -0.156 0.825
*
```

***

Record 2
Formula: C39H42FIrN5O7SSiTe
Source: OMol25
Level of theory: ωB97M-V with the def2-TZVPD basis set

## Properties
* orbital gap (spin up / spin down): 7.08 / 6.01 eV
* ΔE to the lowest compared entry with this formula, charge and spin: 2.975 eV

```
! wB97M-V def2-TZVPD RIJCOSX def2/J DEFGRID3
* xyz 2 2
Ir 0.776 -0.205 1.670
C -1.595 -5.302 2.935
Si -2.451 -4.656 1.414
C -1.630 -5.164 -0.180
C -4.240 -5.173 1.415
C -2.432 -2.749 1.481
C -3.595 -1.997 1.416
C -3.580 -0.593 1.465
C -2.380 0.043 1.638
N -1.247 -0.674 1.741
C -1.247 -2.005 1.615
S 0.383 -2.578 1.622
H -1.752 -6.381 3.018
H -2.001 -4.839 3.837
H -0.519 -5.124 2.913
H -1.715 -6.245 -0.320
H -0.569 -4.908 -0.190
H -2.111 -4.678 -1.032
H -4.298 -6.264 1.395
H -4.781 -4.804 0.541
H -4.763 -4.838 2.314
H -4.546 -2.506 1.317
H -4.491 -0.017 1.392
H -2.278 1.117 1.707
C -1.311 4.001 -4.583
C 0.134 3.688 -4.227
N 0.232 2.597 -3.242
C 0.218 2.915 -1.943
C 0.249 2.016 -0.910
C 0.188 2.586 0.477
O 0.207 3.790 0.624
O 0.040 1.722 1.434
C 0.324 0.639 -1.194
O 0.359 -0.315 -0.363
C 0.361 0.288 -2.607
C 0.471 -1.057 -2.980
C 0.487 -1.413 -4.293
F 0.650 -2.716 -4.594
C 0.352 -0.466 -5.330
C 0.241 0.862 -4.954
C 0.281 1.260 -3.611
N 0.275 -0.819 -6.693
C 0.968 -0.022 -7.696
C 0.020 0.210 -8.876
N -0.923 -0.962 -8.959
C -0.210 -2.236 -8.618
C 0.130 -2.212 -7.120
H -1.349 4.808 -5.314
H -1.859 4.323 -3.698
H -1.817 3.128 -4.999
H 0.609 4.561 -3.787
H 0.713 3.421 -5.108
H 0.175 3.969 -1.691
H 0.570 -1.813 -2.211
H 0.102 1.609 -5.721
H 1.874 -0.541 -8.029
H 1.284 0.933 -7.292
H 0.569 0.284 -9.813
H -0.579 1.109 -8.749
H -1.357 -1.010 -9.880
H -1.665 -0.829 -8.269
H 0.676 -2.292 -9.246
H -0.848 -3.084 -8.852
H 1.033 -2.807 -6.964
H -0.675 -2.671 -6.552
O 2.791 -0.606 1.406
C 3.804 -0.027 1.833
C 3.884 0.886 2.907
C 5.133 1.474 3.189
C 5.236 2.389 4.189
C 4.119 2.741 4.964
C 2.904 2.163 4.717
C 2.741 1.229 3.668
O 1.554 0.750 3.449
N 6.530 3.038 4.443
O 6.563 3.881 5.314
O 7.472 2.690 3.761
H 4.748 -0.262 1.329
H 6.008 1.216 2.606
H 4.237 3.477 5.747
H 2.029 2.432 5.296
C 0.550 -0.146 6.384
Te -0.275 -0.763 4.525
C -1.193 1.149 4.525
C -1.123 1.656 5.943
C -1.892 2.742 6.352
C -1.866 3.151 7.675
C -1.067 2.482 8.595
C -0.279 1.420 8.186
C -0.304 1.005 6.858
H 1.584 0.160 6.214
H 0.552 -0.986 7.078
H -2.220 1.051 4.175
H -0.638 1.764 3.814
H -2.518 3.258 5.634
H -2.479 3.984 7.992
H -1.067 2.786 9.634
H 0.349 0.903 8.902
*
```

***

Record 3
Formula: C62H124N6O12
Source: OMol25
Level of theory: ωB97M-V with the def2-TZVPD basis set

## Properties
* orbital gap: 4.91 eV

```
! wB97M-V def2-TZVPD RIJCOSX def2/J DEFGRID3
* xyz 2 1
C 7.064 0.376 -5.945
C 5.921 1.309 -5.482
C 4.701 0.454 -4.929
N 3.427 1.192 -4.712
C 2.520 0.218 -3.957
C 2.989 -0.089 -2.527
C 3.082 1.132 -1.760
C 3.980 2.127 -2.438
C 3.572 2.428 -3.910
C 2.817 1.616 -5.976
H 7.528 -0.116 -5.075
H 7.847 0.999 -6.479
H 6.549 -0.353 -6.577
H 5.652 2.024 -6.236
H 6.369 1.895 -4.658
H 5.055 0.030 -3.939
H 4.507 -0.351 -5.610
H 2.448 -0.597 -4.633
H 1.573 0.720 -3.864
H 3.977 -0.487 -2.427
H 2.261 -0.820 -2.142
H 3.343 1.046 -0.680
H 2.054 1.667 -1.696
H 5.039 1.786 -2.415
H 3.941 3.135 -1.937
H 4.368 3.021 -4.405
H 2.652 2.962 -3.906
H 3.433 2.346 -6.530
H 1.868 2.049 -5.587
H 2.610 0.730 -6.575
C -8.745 -1.174 -2.296
C -7.341 -1.786 -2.037
C -6.322 -1.042 -2.858
N -4.943 -1.618 -2.896
C -4.047 -0.517 -3.367
C -3.766 0.440 -2.245
C -3.273 -0.147 -0.941
C -4.261 -1.247 -0.450
C -4.501 -2.214 -1.577
C -4.866 -2.781 -3.786
H -9.128 -1.594 -3.252
H -8.758 -0.092 -2.275
H -9.411 -1.454 -1.414
H -7.299 -2.907 -2.289
H -7.078 -1.728 -0.950
H -6.244 -0.059 -2.368
H -6.650 -1.056 -3.864
H -4.643 0.048 -4.127
H -3.059 -0.964 -3.753
H -4.675 0.993 -2.031
H -3.096 1.175 -2.684
H -3.178 0.590 -0.188
H -2.224 -0.520 -1.044
H -5.119 -0.815 -0.072
H -3.798 -1.892 0.315
H -5.303 -2.909 -1.308
H -3.578 -2.718 -1.847
H -5.207 -2.394 -4.768
H -5.556 -3.571 -3.379
H -3.872 -3.229 -3.795
C -1.671 4.754 4.936
C -1.029 3.642 4.058
C -0.223 2.587 4.855
C -1.146 1.677 5.620
C -2.346 1.081 4.789
C -3.158 2.058 3.939
N -2.234 3.050 3.230
O -2.667 3.634 2.281
C -4.097 2.933 4.811
C -3.826 1.203 2.848
C -0.099 4.180 3.025
H -1.625 4.352 5.948
H -2.640 5.169 4.630
H -0.937 5.550 4.874
H 0.406 3.144 5.574
H 0.370 2.090 4.050
H -1.512 2.185 6.493
H -0.653 0.821 6.058
H -3.103 0.579 5.449
H -1.921 0.328 4.193
H -4.675 3.658 4.204
H -3.695 3.356 5.722
H -4.867 2.319 5.236
H -4.500 0.613 3.329
H -3.036 0.557 2.367
H -4.438 1.902 2.242
H -0.014 3.540 2.164
H 0.938 4.182 3.385
H -0.481 5.096 2.580
C -4.597 5.797 0.097
C -3.503 5.500 -0.927
C -3.561 6.417 -2.250
C -2.236 6.442 -2.987
C -1.204 7.167 -2.152
C -0.836 6.431 -0.849
N -2.106 5.998 -0.225
O -2.196 5.927 1.018
C -0.012 7.337 0.101
C -0.167 5.062 -1.140
C -3.377 3.971 -1.243
H -4.729 6.824 0.409
H -4.338 5.233 0.962
H -5.563 5.486 -0.329
H -3.849 7.397 -1.968
H -4.434 6.179 -2.926
H -2.376 6.799 -4.007
H -1.789 5.462 -3.278
H -1.454 8.184 -1.970
H -0.283 7.033 -2.655
H 1.029 7.450 -0.227
H 0.055 6.751 1.078
H -0.534 8.288 0.361
H 0.676 5.204 -1.797
H -0.835 4.471 -1.730
H 0.096 4.624 -0.144
H -3.316 3.479 -0.265
H -2.535 3.585 -1.932
H -4.311 3.647 -1.755
C -1.085 -7.699 1.641
C -0.908 -6.277 2.180
C 0.531 -5.880 2.422
C 1.384 -5.939 1.128
C 0.936 -4.869 0.111
C -0.559 -4.820 -0.177
N -1.403 -5.348 1.055
O -2.589 -5.017 1.098
C -1.185 -5.686 -1.343
C -0.945 -3.358 -0.509
C -1.820 -6.055 3.379
H -2.118 -7.880 1.534
H -0.841 -8.406 2.438
H -0.562 -8.098 0.764
H 0.884 -6.705 3.068
H 0.594 -5.009 3.060
H 1.384 -6.960 0.756
H 2.397 -5.703 1.518
H 1.457 -4.938 -0.837
H 1.226 -3.947 0.554
H -0.713 -5.373 -2.269
H -2.245 -5.675 -1.495
H -0.971 -6.748 -1.302
H -0.376 -3.023 -1.368
H -0.612 -2.777 0.386
H -1.970 -3.175 -0.706
H -1.525 -6.628 4.292
H -2.868 -6.329 3.098
H -1.900 -5.043 3.680
C 6.743 -3.441 5.729
C 6.232 -2.054 5.463
C 6.910 -1.472 4.242
C 6.384 -2.108 2.947
C 5.061 -2.753 3.071
C 4.006 -2.141 3.997
N 4.681 -2.094 5.231
O 3.968 -2.130 6.310
C 2.804 -2.989 4.129
C 3.711 -0.600 3.707
C 6.456 -1.302 6.748
H 7.719 -3.286 6.261
H 6.956 -4.091 4.882
H 6.023 -4.008 6.372
H 7.961 -1.684 4.323
H 6.905 -0.376 4.083
H 7.048 -2.846 2.495
H 6.370 -1.300 2.268
H 5.298 -3.692 3.512
H 4.635 -3.070 2.111
H 2.265 -2.942 3.173
H 2.154 -2.483 4.924
H 2.932 -4.035 4.500
H 4.521 0.123 3.478
H 3.116 -0.128 4.506
H 3.115 -0.736 2.806
H 7.545 -1.415 7.011
H 5.856 -1.797 7.501
H 6.174 -0.248 6.652
C 0.634 0.765 0.977
C -0.536 0.566 1.887
O -0.761 -0.550 2.392
O -1.177 1.724 2.006
H 1.474 0.069 1.044
H 1.122 1.767 1.090
H 0.326 0.690 -0.042
C 4.012 -2.956 -0.660
C 3.513 -1.986 0.431
O 2.450 -2.284 0.999
O 4.216 -0.939 0.586
H 5.038 -2.846 -0.965
H 3.469 -2.727 -1.604
H 3.681 -3.983 -0.433
C -0.681 1.260 -5.002
C -0.524 2.386 -3.937
O 0.641 2.810 -3.694
O -1.527 2.733 -3.281
H -0.203 1.487 -5.968
H -1.694 1.023 -5.223
H -0.220 0.362 -4.608
C 0.061 -3.419 -4.992
C -0.892 -2.885 -3.983
O -1.872 -3.649 -3.604
O -0.675 -1.724 -3.674
H -0.454 -3.612 -5.925
H 0.420 -4.459 -4.860
H 0.964 -2.814 -5.155
*
```

***

Record 4
Formula: C20H18Cl3FN2OPdS
Source: OMol25
Level of theory: ωB97M-V with the def2-TZVPD basis set

## Properties
* orbital gap: 5.30 eV
* ΔE to the lowest compared entry with this formula, charge and spin: 0.509 eV

```
! wB97M-V def2-TZVPD RIJCOSX def2/J DEFGRID3
* xyz 0 1
Pd 0.663 -0.828 -0.297
O 0.285 1.065 -1.485
S -0.519 1.284 -2.745
C 0.063 2.887 -3.384
C -0.811 3.964 -2.755
C -2.226 3.394 -2.745
C -2.099 1.990 -2.164
H -0.032 2.859 -4.472
H 1.115 2.960 -3.116
H -0.752 4.903 -3.304
H -0.479 4.148 -1.732
H -2.628 3.352 -3.760
H -2.898 4.006 -2.143
H -2.908 1.319 -2.450
H -2.002 1.995 -1.078
F 3.102 -1.172 5.616
C 2.570 -1.471 4.405
C 3.410 -1.649 3.328
C 2.858 -1.980 2.098
C 1.482 -2.158 1.938
C 0.906 -2.619 0.648
C 0.669 -1.946 3.054
C 1.203 -1.597 4.287
H 4.479 -1.540 3.457
H 3.511 -2.132 1.246
H -0.014 -3.178 0.774
H 1.628 -3.150 0.028
H -0.402 -2.081 2.958
H 0.573 -1.443 5.153
N -6.159 -0.364 2.458
C -5.110 -0.476 1.998
C -3.796 -0.599 1.417
C -3.515 -1.638 0.535
C -2.247 -1.754 -0.019
C -1.233 -0.850 0.300
C -1.539 0.192 1.191
C -2.804 0.326 1.741
H -4.288 -2.359 0.299
H -2.045 -2.575 -0.695
H -0.769 0.902 1.468
H -3.029 1.132 2.429
Cl 4.120 -0.864 -4.347
C 4.471 -0.312 -2.777
Cl 5.666 -1.838 -1.970
Cl 5.442 1.077 -2.646
C 3.431 -0.490 -1.781
N 2.660 -0.688 -0.961
*
```